C26H47CaCl3N3O4Si as an isolated structure in a non-equilibrium geometry, computed with ωB97M-V/def2-TZVPD.

For the HOMO energy, the calculation gives -3.738 eV. As for the total charge: -1. The total energy comes out at -104277.28524 eV. As for the largest force on an atom: 2.23 eV Å⁻¹. The relative energy (zero: lowest compared OMol25 entry of this formula, charge and spin) is 2.686 eV. The orbital gap comes out at 6.3 eV.

The geometry in XYZ format:
```
85
C26H47CaCl3N3O4Si, DFT ωB97M-V/def2-TZVPD
C -2.11845 -2.42285 -4.79560
C -1.49862 -2.96762 -3.53849
H -2.32715 -3.19614 -5.54120
H -1.45689 -1.68289 -5.25732
H -3.07684 -1.94925 -4.55411
C -1.01232 -4.20467 -3.43733
C -0.99029 -5.21048 -4.55161
H -0.62731 -4.56781 -2.47468
H -0.39574 -4.84321 -5.40250
H -1.98926 -5.47052 -4.93131
H -0.54542 -6.14841 -4.20588
Ca 1.02455 2.09978 0.86354
Cl -1.77995 2.42362 1.29892
Cl 1.64897 4.43951 -0.02502
H 1.11391 6.91666 3.54315
H -1.63693 6.74286 3.13571
C 1.18072 6.00199 2.93939
C -1.21804 6.05625 2.38268
N -0.10498 5.30956 2.95369
H 1.97917 5.35822 3.30681
C -0.22025 3.99592 3.16212
O 0.72440 3.16880 3.23771
H -1.99724 5.35849 2.05765
H -1.26014 3.63420 3.22142
H 1.42958 6.30414 1.91137
H -0.86203 6.63681 1.51423
H 2.19210 -0.39946 -3.55319
H 2.47065 -3.09517 -2.56682
C 3.19513 -0.49684 -3.11215
C 3.27792 -2.65247 -1.95745
N 3.13920 -1.20282 -1.84522
H 3.65641 0.48212 -3.00119
C 2.97626 -0.60037 -0.64750
O 2.94591 0.63004 -0.44462
H 3.26130 -3.10841 -0.95995
H 2.86590 -1.34297 0.15980
H 3.79756 -1.11104 -3.79131
H 4.22827 -2.90916 -2.45598
O -0.52601 -0.98122 -2.71305
C -1.39688 -1.95392 -2.36810
C 0.12944 -2.85278 -0.52656
C -1.15967 -2.58123 -0.98925
H 0.97166 -2.49997 -1.12453
C 0.33587 -3.56229 0.65989
H -2.43526 -1.56554 -2.33598
C -2.24544 -2.94748 -0.20125
H 1.35703 -3.81664 0.96793
C -0.76145 -3.95023 1.42889
C -2.05352 -3.62130 1.00398
H -3.25140 -2.71260 -0.56368
H -0.61760 -4.51564 2.34393
H -2.91960 -3.90769 1.60122
Si -0.39342 1.85893 -2.79508
Cl -0.05922 0.71650 -0.86079
C 1.28821 2.61671 -3.19926
C -1.36185 3.31348 -2.04827
C -1.24783 1.12200 -4.26524
H 2.14595 2.17813 -2.66907
H 1.27874 3.68995 -2.93274
H 1.45398 2.53302 -4.28533
H -0.60672 0.35976 -4.73825
H -1.49483 1.90764 -5.00661
H -2.18622 0.64179 -3.94690
H -2.06888 3.04560 -1.24879
H -1.92749 3.80235 -2.86108
H -0.67636 4.06213 -1.60509
O 1.04055 0.02109 1.84763
C 0.27711 -0.49146 2.71660
C 0.84342 -1.48187 3.70914
C 1.34645 -0.71457 4.93301
C 0.21802 -0.25049 5.83946
C -0.83092 0.64697 5.18243
C -1.68829 -0.06729 4.12879
N -1.01980 -0.17663 2.82607
H 0.08627 -2.24742 3.95180
H 1.68507 -1.97951 3.21362
H 2.04899 -1.34571 5.49354
H 1.90559 0.16856 4.59244
H -0.28861 -1.12475 6.26389
H 0.65378 0.29294 6.68421
H -1.51803 1.01525 5.95350
H -0.36536 1.53231 4.73216
H -1.92373 -1.07903 4.49585
H -2.63130 0.48170 3.97725
H -1.40055 0.44402 2.09994
```

***

A 10-piece molecular cluster, H20O10 overall in a non-equilibrium geometry, computed with ωB97M-V/def2-TZVPD.

For the HOMO energy, the calculation gives -9.578 eV. As for the total charge: 0. The total energy comes out at -20795.31623 eV. As for the largest force on an atom: 7.38 eV Å⁻¹. Its SMILES is O.O.O.O.O.O.O.O.O.O. The relative energy (zero: lowest compared OMol25 entry of this formula, charge and spin) is 7.296 eV. The orbital gap comes out at 9.5 eV.

The geometry in XYZ format:
```
30
H20O10, DFT ωB97M-V/def2-TZVPD
O -0.58201 -0.62748 -0.14907
H 0.27402 -0.63944 0.31623
H -0.97481 0.19536 -0.12179
O 3.00316 2.07054 -1.32795
H 2.79273 1.40765 -1.95738
H 2.25261 1.98901 -0.73497
O -4.37329 0.45676 -1.91673
H -4.81534 0.39458 -2.85291
H -4.20314 -0.43996 -1.64802
O 4.14407 -0.39051 -1.14050
H 4.67434 -0.05396 -1.83661
H 3.34616 -0.55678 -1.66746
O -1.14474 -2.74582 0.54954
H -1.22881 -3.67194 0.42879
H -2.09384 -2.51208 0.76653
O -0.31155 -2.06646 -1.46175
H -0.68830 -2.19627 -2.40599
H -0.25366 -2.99332 -1.22229
O 0.07581 3.43668 2.07733
H -0.03083 4.09278 1.32896
H 0.91910 3.14516 1.91683
O 4.80279 -1.33291 2.04604
H 4.41542 -0.52837 1.61878
H 5.46552 -1.69415 1.44056
O -3.40735 -1.14295 2.80820
H -3.81369 -0.73062 2.02573
H -3.26977 -1.96479 2.42884
O -1.82334 3.04967 -0.10863
H -2.22340 3.19415 0.81086
H -0.92786 2.85547 -0.01118
```

***

C6H11F6HgNO15S4 as an isolated structure in a non-equilibrium geometry, computed with ωB97M-V/def2-TZVPD.

For the HOMO energy, the calculation gives 4.832 eV. As for the total charge: -4. The total energy comes out at -102412.13363 eV. As for the largest force on an atom: 6.54 eV Å⁻¹. The relative energy (zero: lowest compared OMol25 entry of this formula, charge and spin) is 4.980 eV. The orbital gap comes out at 3.2 eV.

The geometry in XYZ format:
```
44
C6H11F6HgNO15S4, DFT ωB97M-V/def2-TZVPD
Hg 0.48044 -0.45585 0.04357
S 1.02885 0.76992 3.12642
O 1.21286 2.21263 3.24267
O 1.45863 0.27971 1.84198
O 1.81607 0.08873 4.14545
O -0.31130 0.31895 3.44030
S 2.24048 -2.76898 -0.75192
O 3.39237 -3.01553 -1.66693
O 2.55959 -1.70389 0.20453
O 1.05852 -2.18552 -1.32565
O 1.87906 -3.96955 0.00294
C 3.11355 3.27068 -2.15798
F 4.21938 3.34700 -2.95396
F 3.28344 4.19455 -1.18797
F 1.96143 3.46599 -2.91991
S 3.01635 1.51789 -1.29083
O 3.91951 1.66715 -0.18986
O 1.62287 1.22027 -0.82509
O 3.42658 0.49127 -2.25146
C -2.28014 -3.92058 2.34063
F -2.26644 -4.59828 1.19060
F -3.29796 -3.00581 2.19200
F -2.49474 -4.65698 3.41087
S -0.61278 -2.86703 2.46326
O -0.58281 -1.88325 1.39538
O -0.57403 -2.26686 3.84766
O 0.43574 -3.91195 2.27542
C -3.14011 2.32322 0.11203
C -2.17234 1.18717 -0.25303
C -1.51685 1.07598 -1.65720
O -1.15655 -0.28000 -1.82099
C -0.76643 -0.37927 -3.08821
N -1.10701 1.20171 0.77933
H -3.51973 2.33643 1.13371
H -4.04730 2.19966 -0.47945
H -2.85080 3.29759 -0.28165
H -2.54341 0.24071 0.14019
H -0.67143 1.75544 -1.76543
H -2.27359 1.34589 -2.39381
H -0.64723 -1.41751 -3.39797
H 0.24294 0.00587 -3.23291
H -1.31823 0.17071 -3.85054
H -1.67077 1.25994 1.61533
H -0.54683 2.04190 0.79838
```

***

C16H44AlB3O8S4 as an isolated structure in a non-equilibrium geometry, computed with ωB97M-V/def2-TZVPD.

For the HOMO energy, the calculation gives -9.177 eV. As for the total charge: 0. The total energy comes out at -85639.31549 eV. As for the largest force on an atom: 3.04 eV Å⁻¹. The relative energy (zero: lowest compared OMol25 entry of this formula, charge and spin) is 2.302 eV. The orbital gap comes out at 4.2 eV.

The geometry in XYZ format:
```
76
C16H44AlB3O8S4, DFT ωB97M-V/def2-TZVPD
Al -1.12790 -2.05475 -2.44093
B 0.34141 -4.23755 -0.33109
H 0.10689 -3.23533 0.33666
H -0.35749 -4.06702 -1.28461
H 1.52170 -4.41405 -0.44500
H 0.02338 -5.31861 0.06070
B -2.62746 -3.75997 -0.05716
H -2.34697 -3.83046 -1.23598
H -1.88093 -3.09346 0.64621
H -3.75540 -3.36455 -0.01892
H -2.53648 -4.86965 0.35417
B -0.27821 -0.40645 -0.17509
H -0.98624 -1.36098 -0.07104
H -0.78951 0.34518 -0.94319
H 0.01510 0.08540 0.87061
H 0.74816 -0.65607 -0.74670
C -3.98133 1.12405 2.14708
C -3.57145 2.38484 1.38818
C -3.25136 2.03197 -0.08452
S -3.93409 0.35339 -0.32465
O -3.06151 -0.32844 -1.24105
O -5.36290 0.43737 -0.49053
C -3.51652 -0.09358 1.37074
H -5.05975 0.95750 2.20549
H -3.60913 1.09844 3.16974
H -2.69212 2.83961 1.84334
H -4.35956 3.13775 1.36027
H -2.20012 1.73191 -0.09090
H -3.53374 2.76433 -0.82956
H -2.43131 -0.21636 1.27929
H -3.89336 -1.05761 1.70474
C 1.50478 3.42919 -3.31486
C 0.83395 3.85879 -4.61964
C -0.10171 2.73937 -5.11214
S -0.72808 2.02658 -3.59651
O -0.46697 0.60543 -3.63023
O -2.08370 2.48608 -3.40812
C 0.39331 2.85765 -2.45087
H 1.95697 4.28282 -2.80902
H 2.31516 2.73970 -3.54751
H 1.56598 4.19158 -5.35394
H 0.16480 4.70601 -4.44443
H 0.34591 1.88090 -5.61382
H -0.90943 3.10384 -5.73978
H 0.57891 2.33394 -1.51643
H -0.30960 3.63972 -2.13525
C 5.16161 -1.96437 -2.64624
C 5.15158 -1.55246 -1.15959
C 3.68488 -1.42945 -0.79341
S 2.87568 -0.64819 -2.26416
O 2.72820 0.76510 -2.03066
O 1.71320 -1.40683 -2.66526
C 4.24572 -1.03763 -3.41099
H 4.76834 -2.98086 -2.68765
H 6.16970 -1.97003 -3.05777
H 5.74575 -0.66283 -0.95983
H 5.57643 -2.39280 -0.60981
H 3.33343 -0.79209 0.01573
H 3.19674 -2.39790 -0.67973
H 4.61419 -0.14210 -3.90947
H 3.75471 -1.56691 -4.23115
C -0.95787 0.27133 6.19952
C -1.02432 0.51390 4.70964
C 0.10101 -0.27167 4.03886
S 1.45533 -0.32017 5.30297
O 2.54925 0.53562 4.91094
O 1.63897 -1.67754 5.74899
C 0.49052 0.55893 6.58196
H -1.20085 -0.72900 6.55678
H -1.59761 1.00459 6.69415
H -0.92871 1.55793 4.40589
H -1.93309 0.17372 4.20777
H 0.50408 0.13998 3.11848
H -0.06019 -1.34601 3.94680
H 0.68873 1.62724 6.46270
H 0.88247 0.33207 7.57083
```

***

One molecule with the formula C17H15N3O6S in a non-equilibrium geometry, computed with ωB97M-V/def2-TZVPD.

For the HOMO energy, the calculation gives -8.714 eV. As for the total charge: 0. The total energy comes out at -45460.64732 eV. As for the largest force on an atom: 1.32 eV Å⁻¹. Its SMILES is O=C(COC(=O)CSc1ccccc1)NNC(=O)c1ccc([N+](=O)[O-])cc1. The orbital gap comes out at 7.7 eV.

The geometry in XYZ format:
```
42
C17H15N3O6S, DFT ωB97M-V/def2-TZVPD
O 1.59696 2.55258 -1.72566
C 2.03513 2.24144 -0.63655
C 3.48737 2.46483 -0.20445
O 4.24690 1.26587 -0.31468
C 4.10049 0.34735 0.63865
O 3.39953 0.48582 1.61038
C 4.87529 -0.89672 0.31549
S 4.07394 -1.67534 -1.13839
C 2.36466 -1.74806 -0.64849
C 1.41258 -1.48748 -1.62638
C 0.06862 -1.60815 -1.32406
C -0.32731 -1.97708 -0.04862
C 0.62530 -2.21077 0.92882
C 1.97261 -2.10665 0.63289
N 1.26692 1.66922 0.30830
N -0.06125 1.39915 0.01137
C -0.89237 0.91024 0.95977
O -0.50708 0.69729 2.09298
C -2.29206 0.64736 0.51357
C -3.06595 -0.15759 1.35083
C -4.37071 -0.46421 1.02537
C -4.90713 0.04911 -0.14923
N -6.27192 -0.26680 -0.50563
O -6.70694 0.20840 -1.53145
O -6.89303 -0.98783 0.24329
C -4.15831 0.86908 -0.98443
C -2.85131 1.16874 -0.65217
H 3.52111 2.83452 0.82584
H 3.95527 3.17052 -0.89175
H 4.89506 -1.58098 1.16132
H 5.88268 -0.66158 -0.02166
H 1.73431 -1.20289 -2.61634
H -0.67107 -1.41633 -2.08766
H -1.37630 -2.08715 0.18149
H 0.32183 -2.48444 1.92712
H 2.70460 -2.31014 1.39789
H 1.59123 1.31677 1.20873
H -0.27969 1.56403 -0.96324
H -2.61470 -0.52957 2.25802
H -4.98163 -1.08882 1.65895
H -4.61316 1.26091 -1.88155
H -2.29046 1.82534 -1.29864
```

***

An isolated ion of composition C4H4NO and charge +1 in a non-equilibrium geometry, computed with ωB97M-V/def2-TZVPD.

For the HOMO energy (spin up / spin down), the calculation gives -15.606 / -15.606 eV. As for the total charge: +1. The total energy comes out at -7733.68326 eV. As for the largest force on an atom: 8.48 eV Å⁻¹. The relative energy (zero: lowest compared OMol25 entry of this formula, charge and spin) is 6.761 eV. The orbital gap (spin up / spin down) comes out at 8.4 / 8.4 eV.

The geometry in XYZ format:
```
10
C4H4NO, DFT ωB97M-V/def2-TZVPD
C -0.56036 -0.38191 0.10935
C -2.23423 1.09047 -0.15728
C -1.02553 0.76142 0.43680
C -1.34512 -1.33547 -0.36002
N -2.72564 -1.19535 0.11703
O -3.13123 0.21815 0.05499
H -2.55355 1.80331 -0.95348
H -3.13719 -1.53083 -0.75804
H -1.51875 -1.64615 -1.52501
H -0.67124 -2.15821 0.04963
```